Record 1
# C22H73BN5O12Zr

A structure of composition C22H73BN5O12Zr at a distorted geometry (ωB97M-V with the def2-TZVPD basis set, the Open Molecules 2025 dataset).

Cartesian coordinates (Å):
Zr 3.888 -20.257 23.347
B 3.315 -19.477 25.433
H 3.630 -20.608 25.306
H 2.634 -19.353 26.424
H 4.317 -18.798 25.568
H 2.675 -19.174 24.490
O 4.670 -20.846 21.476
C 4.284 -19.969 20.433
C 2.986 -19.163 20.686
O 2.762 -18.953 22.063
H 4.315 -20.461 19.460
H 5.014 -19.138 20.398
H 2.168 -19.676 20.152
H 3.108 -18.177 20.222
C 3.106 -13.803 29.220
C 2.843 -14.754 30.350
C 3.061 -16.189 29.953
O 2.114 -16.539 28.993
C 2.014 -17.932 28.799
N 3.799 -14.436 31.438
H 2.870 -12.786 29.550
H 2.520 -14.023 28.328
H 4.159 -13.795 28.929
H 1.805 -14.642 30.687
H 2.996 -16.837 30.843
H 4.079 -16.318 29.550
H 1.231 -18.089 28.061
H 1.772 -18.456 29.734
H 2.989 -18.290 28.439
H 3.514 -14.906 32.300
H 3.646 -13.459 31.699
C 8.864 -21.933 25.931
C 8.828 -20.428 26.063
C 7.838 -19.942 27.094
O 6.549 -20.452 26.810
C 5.612 -20.127 27.829
N 10.144 -19.917 26.423
H 9.659 -22.195 25.222
H 7.926 -22.336 25.554
H 9.149 -22.436 26.856
H 8.506 -20.045 25.073
H 7.789 -18.840 27.043
H 8.134 -20.203 28.112
H 4.661 -20.575 27.529
H 5.441 -19.048 27.864
H 5.896 -20.575 28.780
H 10.128 -18.901 26.436
H 10.811 -20.181 25.704
C -1.524 -16.486 23.790
C -0.084 -16.906 23.531
C 0.780 -16.815 24.772
O 0.758 -15.547 25.320
C 0.148 -15.468 26.585
N -0.063 -18.273 22.991
H -2.020 -16.230 22.853
H -1.575 -15.670 24.503
H -2.112 -17.323 24.193
H 0.271 -16.138 22.825
H 1.820 -17.043 24.494
H 0.498 -17.605 25.489
H -0.842 -15.948 26.607
H 0.025 -14.417 26.836
H 0.752 -15.951 27.367
H 0.901 -18.562 22.795
H -0.574 -18.257 22.116
C -0.598 -22.868 28.451
C -0.373 -21.772 27.404
C -1.160 -20.545 27.783
O -0.983 -19.540 26.788
C -1.514 -18.293 27.148
N 1.088 -21.501 27.218
H -0.240 -23.844 28.132
H -1.655 -22.976 28.691
H -0.031 -22.631 29.359
H -0.727 -22.178 26.448
H -0.859 -20.163 28.777
H -2.233 -20.769 27.899
H -1.095 -17.551 26.467
H -1.352 -18.047 28.199
H -2.604 -18.249 26.974
H 1.403 -20.989 28.052
H 1.132 -20.741 26.527
C 4.542 -23.670 27.122
C 3.458 -24.529 26.494
C 2.637 -25.195 27.592
O 3.346 -25.898 28.574
C 4.314 -26.827 28.107
N 2.593 -23.640 25.667
H 5.329 -24.271 27.570
H 4.123 -23.031 27.910
H 4.992 -22.973 26.408
H 3.943 -25.250 25.829
H 1.836 -25.840 27.196
H 2.171 -24.359 28.120
H 4.948 -26.426 27.314
H 3.835 -27.746 27.742
H 4.952 -27.088 28.948
H 2.286 -22.860 26.273
H 1.749 -24.138 25.388
O 4.243 -22.464 23.867
H 4.999 -22.930 23.490
H 3.739 -23.109 24.463
O -0.100 -20.458 24.690
H -0.044 -19.573 24.228
H -0.751 -20.314 25.398
O 5.924 -20.539 24.239
H 6.115 -20.491 25.229
H 6.772 -20.675 23.800
O 5.068 -18.295 23.263
H 4.930 -17.628 22.576
H 5.686 -17.932 23.908
O 1.990 -21.294 23.322
H 1.200 -21.245 23.945
H 1.794 -21.957 22.648

Its total energy is -57971.144 eV. As for the LUMO energy: -2.318 eV. The calculation puts the maximum force at 0.0778 Eh/bohr. The HOMO energy comes out at -11.323 eV. The value obtained for the gap between HOMO and LUMO is 9.00 eV. As for the total charge: +1.

Atomic partial charges in e from the Mulliken method, atoms 1 to 4:
1. Zr -0.313
2. B 3.466
3. H 0.090
4. H -0.841


Record 2
# C22H74F2IN35O23PS

A structure of composition C22H74F2IN35O23PS at a distorted geometry (ωB97M-V with the def2-TZVPD basis set, the Open Molecules 2025 dataset).

Cartesian coordinates (Å):
O 1.539 1.652 -1.950
C 0.540 2.009 -2.487
I 0.374 2.285 -4.578
C -0.731 2.351 -1.723
S -1.815 0.939 -1.510
C -3.186 1.324 -2.565
P -4.559 0.401 -1.831
O -4.112 -1.004 -1.772
O -4.771 1.131 -0.472
O -5.877 0.685 -2.655
N -0.979 -0.425 -2.172
C -1.707 -1.380 -2.963
O -1.782 -2.516 -2.712
F -2.107 -0.785 -4.083
C -0.360 -1.198 -1.095
O 0.755 -1.537 -1.117
F -1.197 -1.446 -0.104
H -0.465 2.712 -0.730
H -1.291 3.096 -2.281
H -3.327 2.405 -2.474
H -3.036 1.117 -3.622
H -5.704 0.979 -0.106
H -5.810 0.566 -3.614
C 2.295 4.304 -7.323
O 1.293 4.475 -6.628
N 2.719 5.263 -8.198
N 3.031 3.166 -7.287
H 3.526 5.155 -8.783
H 2.186 6.110 -8.249
H 2.743 2.428 -6.674
H 3.832 2.982 -7.865
C 2.860 -1.709 -5.072
O 4.004 -1.822 -5.495
N 2.606 -1.240 -3.821
N 1.774 -2.056 -5.818
H 1.689 -1.135 -3.433
H 3.399 -0.964 -3.269
H 1.932 -2.402 -6.749
H 0.830 -1.974 -5.494
C -0.544 6.081 -1.515
O -1.061 4.962 -1.365
N 0.564 6.248 -2.296
N -1.025 7.178 -0.919
H 1.003 7.140 -2.428
H 0.945 5.450 -2.767
H -1.828 7.091 -0.313
H -0.595 8.080 -1.008
C 5.652 0.508 -8.099
O 4.834 1.378 -7.815
N 6.640 0.742 -9.020
N 5.643 -0.723 -7.535
H 7.325 0.057 -9.277
H 6.667 1.645 -9.453
H 4.934 -0.953 -6.849
H 6.324 -1.421 -7.770
C -7.477 1.134 1.962
O -6.886 1.312 0.885
N -7.885 2.187 2.706
N -7.734 -0.093 2.448
H -8.347 2.076 3.590
H -7.704 3.108 2.354
H -7.429 -0.889 1.917
H -8.181 -0.243 3.337
C 1.155 8.163 1.777
O 0.201 8.696 1.227
N 1.222 6.801 1.908
N 2.208 8.846 2.295
H 1.985 6.330 2.356
H 0.454 6.269 1.540
H 2.190 9.846 2.224
H 2.994 8.398 2.742
C -3.326 6.475 2.468
O -2.954 6.486 1.306
N -3.429 7.613 3.208
N -3.662 5.313 3.111
H -3.726 7.628 4.165
H -3.172 8.474 2.761
H -3.590 4.462 2.587
H -3.962 5.277 4.067
C -5.884 -0.956 5.381
O -6.823 -0.181 5.520
N -4.804 -0.633 4.595
N -5.839 -2.171 5.973
H -4.020 -1.243 4.459
H -4.816 0.261 4.144
H -6.623 -2.462 6.528
H -5.082 -2.815 5.850
C 5.896 7.672 3.024
O 4.856 7.867 3.638
N 6.477 8.636 2.255
N 6.548 6.475 3.070
H 7.330 8.499 1.747
H 6.021 9.528 2.210
H 6.140 5.751 3.632
H 7.402 6.291 2.580
C -8.583 -2.590 -0.949
O -9.140 -3.641 -0.706
N -7.474 -2.508 -1.751
N -9.012 -1.391 -0.431
H -7.002 -1.647 -1.945
H -7.115 -3.363 -2.134
H -9.824 -1.414 0.157
H -8.566 -0.511 -0.615
C 4.919 -1.368 0.529
O 6.018 -1.072 0.982
N 3.816 -0.625 0.801
N 4.731 -2.461 -0.274
H 2.900 -0.828 0.452
H 3.933 0.163 1.419
H 5.535 -3.022 -0.483
H 3.836 -2.731 -0.635
C 4.303 0.979 3.988
O 3.386 1.122 3.186
N 5.549 0.566 3.622
N 4.122 1.208 5.323
H 6.289 0.429 4.284
H 5.722 0.329 2.656
H 3.212 1.503 5.621
H 4.846 1.089 6.006
C 0.117 -5.639 -0.005
O 0.708 -6.568 0.526
N -0.128 -4.451 0.617
N -0.337 -5.727 -1.297
H -0.583 -3.685 0.166
H 0.182 -4.328 1.574
H -0.176 -6.590 -1.783
H -0.837 -4.992 -1.760
C 1.588 -6.166 -5.950
O 0.584 -5.754 -6.507
N 1.819 -7.497 -5.740
N 2.552 -5.311 -5.491
H 2.640 -7.852 -5.288
H 1.125 -8.141 -6.071
H 2.373 -4.338 -5.654
H 3.390 -5.597 -5.022
C 2.101 -4.968 3.416
O 0.898 -4.715 3.370
N 2.945 -4.395 4.310
N 2.646 -5.863 2.545
H 3.926 -4.609 4.380
H 2.550 -3.744 4.962
H 2.008 -6.301 1.889
H 3.618 -6.107 2.548
C 6.006 -6.519 5.463
O 5.505 -5.427 5.685
N 6.817 -6.742 4.383
N 5.794 -7.593 6.275
H 7.240 -7.628 4.184
H 7.002 -5.964 3.778
H 5.201 -7.454 7.072
H 6.195 -8.497 6.115
C -7.261 -5.827 6.368
O -7.240 -4.637 6.090
N -6.199 -6.652 6.133
N -8.354 -6.420 6.931
H -6.200 -7.630 6.351
H -5.383 -6.250 5.711
H -9.150 -5.838 7.111
H -8.397 -7.393 7.164

Its total energy is -156935.551 eV. As for the LUMO energy: -3.486 eV. The calculation puts the maximum force at 0.0216 Eh/bohr. The HOMO energy comes out at -10.701 eV. The value obtained for the gap between HOMO and LUMO is 7.21 eV. As for the total charge: +1.

Atomic partial charges in e from the Mulliken method, atoms 1 to 4:
1. O -0.495
2. C 0.207
3. I 0.014
4. C -0.469